# 1
Computed, not measured: a cluster of 2 separate species, C5H7N in total, with ωB97M-V with the def2-TZVPD basis set.

Last column: Mulliken charge in e.
Geometry (Å):
C (-1.704, -0.904, 0.982)  -1.02
C (-0.253, 0.139, -0.244)  0.55
C (-0.339, -0.142, 1.022)  -0.40
C (2.791, 0.741, -0.278)  -0.59
C (2.202, 0.880, -1.317)  -0.25
N (-0.406, 0.069, -1.456)  -0.60
H (-2.538, -0.250, 0.663)  0.26
H (-1.713, -1.737, 0.263)  0.28
H (-1.916, -1.284, 1.969)  0.33
H (0.077, 0.412, 1.860)  0.36
H (3.436, 0.644, 0.563)  0.38
H (1.615, 0.955, -2.204)  0.45
H (-1.250, 0.477, -1.822)  0.25

## Properties
E_HOMO = -8.62 eV
F_max = 0.0231 Eh/bohr
HOMO-LUMO gap = 9.695 eV
Relative energy (zero: lowest compared OMol25 entry of this formula, charge and spin) = 4.666 eV
Electronic energy = -6783.846 eV
Structure (SMILES) = CC=C=N.C#C

***

# 2
Computed, not measured: the ion C9H21N2Si with charge +1, with ωB97M-V with the def2-TZVPD basis set.

Last column: Mulliken spin population.
Geometry (Å):
C (-0.417, 1.052, 0.905)  0.74
C (-0.936, -1.232, 0.694)  0.04
C (0.382, -1.616, 0.069)  -0.03
C (-3.307, 1.081, 1.878)  0.00
C (-1.730, 0.556, 3.736)  0.00
C (2.294, -1.348, -3.497)  0.04
C (3.425, 0.223, -1.233)  0.06
C (0.902, 1.353, -2.946)  0.00
C (-2.183, 0.124, 2.302)  0.05
N (-1.146, 0.053, 1.256)  -0.06
N (0.545, -0.737, -1.028)  1.01
Si (1.778, -0.112, -2.117)  0.00
H (-0.611, 2.047, 1.201)  0.06
H (-1.739, -1.402, -0.024)  -0.01
H (-1.025, -2.052, 1.616)  0.00
H (1.091, -1.711, 0.848)  0.05
H (0.383, -2.718, -0.210)  0.05
H (-3.874, 1.541, 2.813)  0.00
H (-3.051, 1.972, 1.313)  0.00
H (-4.121, 0.627, 1.262)  0.00
H (-0.893, 1.400, 3.731)  0.00
H (-1.180, -0.386, 4.212)  0.00
H (-2.518, 0.869, 4.321)  0.00
H (3.138, -0.987, -4.051)  0.00
H (2.488, -2.314, -3.095)  0.00
H (1.381, -1.343, -4.077)  0.00
H (3.425, -0.336, -0.321)  0.00
H (4.342, -0.067, -1.893)  0.00
H (3.410, 1.227, -0.958)  0.00
H (1.158, 2.226, -2.280)  0.00
H (1.288, 1.623, -3.908)  0.00
H (-0.217, 1.326, -2.926)  0.00
H (-2.484, -0.937, 2.405)  0.00

## Properties
2S+1 = 3
E_HOMO (spin up / spin down) = -12.67 / -12.49 eV
F_max = 0.1204 Eh/bohr
HOMO-LUMO gap (spin up / spin down) = 8.464 / 6.209 eV
<S²> = 2.020
Relative energy (zero: lowest compared OMol25 entry of this formula, charge and spin) = 1.973 eV
Electronic energy = -20519.622 eV
Total charge = +1

***

# 3
Computed, not measured: an isolated molecule of C3H4N4, with ωB97M-V with the def2-TZVPD basis set.

Last column: Mulliken charge in e.
Geometry (Å):
C (-0.652, -1.586, -0.025)  0.08
C (0.240, 0.709, -0.941)  0.24
C (0.819, 1.699, -0.350)  -0.67
H (-0.256, -2.163, 1.953)  0.34
H (-1.030, -1.586, -1.115)  0.25
H (-0.006, 0.718, -2.121)  0.23
H (1.174, 2.599, -0.749)  0.40
N (-0.714, -2.423, 0.899)  -0.54
N (-0.209, -0.084, 0.045)  0.30
N (0.608, 1.610, 1.086)  -0.31
N (0.026, 0.507, 1.319)  -0.32

## Properties
E_HOMO = -9.98 eV
F_max = 0.1014 Eh/bohr
HOMO-LUMO gap = 10.672 eV
Relative energy (zero: lowest compared OMol25 entry of this formula, charge and spin) = 3.988 eV
Electronic energy = -9132.870 eV
Structure (SMILES) = [H]/N=C\n1ccnn1

***

# 4
Computed, not measured: a cluster of 10 separate species, C12H15BrCl27O3P in total, with ωB97M-V with the def2-TZVPD basis set.

Last column: Mulliken charge in e.
Geometry (Å):
C (1.257, 0.667, 1.834)  -0.67
P (0.428, -0.797, 2.548)  0.24
O (0.322, -1.748, 1.214)  -0.48
C (-1.312, -0.068, 2.709)  -0.72
O (-2.218, -0.602, 1.715)  -0.07
C (-3.224, 0.194, 1.391)  0.62
O (-3.279, 1.375, 1.463)  -0.49
Br (-4.736, -0.805, 0.719)  -0.18
H (0.645, 1.176, 1.088)  -0.13
H (1.482, 1.336, 2.665)  0.37
H (2.182, 0.313, 1.379)  0.34
H (0.397, -2.674, 1.478)  0.33
H (-1.215, 1.011, 2.603)  0.44
H (-1.676, -0.319, 3.703)  0.43
C (-2.317, -5.214, 0.781)  -0.18
Cl (-0.650, -5.806, 0.740)  -0.11
Cl (-3.290, -6.168, 1.900)  -0.09
Cl (-2.349, -3.498, 1.183)  0.05
H (-2.734, -5.337, -0.209)  0.37
C (-0.056, -4.951, 5.258)  -0.08
Cl (0.963, -6.144, 4.450)  -0.12
Cl (0.924, -3.728, 6.065)  -0.12
Cl (-1.176, -4.212, 4.112)  -0.01
H (-0.638, -5.466, 6.011)  0.33
C (0.693, 3.528, -1.494)  -0.03
Cl (1.759, 3.940, -0.144)  -0.11
Cl (1.626, 3.180, -2.945)  -0.12
Cl (-0.330, 2.157, -1.066)  -0.09
H (0.054, 4.379, -1.692)  0.30
C (4.462, 5.839, -1.825)  0.69
Cl (5.474, 4.666, -2.678)  -0.13
Cl (5.450, 7.121, -1.126)  -0.13
Cl (3.213, 6.481, -2.886)  -0.04
H (3.969, 5.316, -1.019)  -0.41
C (-7.367, 1.704, -0.256)  0.50
Cl (-7.580, 2.336, -1.890)  -0.14
Cl (-7.868, 2.889, 0.949)  -0.13
Cl (-8.247, 0.188, -0.050)  -0.14
H (-6.314, 1.498, -0.108)  -0.14
C (0.424, 7.434, -5.824)  -0.03
Cl (1.388, 7.667, -7.281)  -0.12
Cl (0.782, 5.876, -5.077)  -0.04
Cl (0.687, 8.749, -4.678)  -0.12
H (-0.620, 7.440, -6.108)  0.32
C (-2.272, -10.320, 2.043)  0.01
Cl (-1.236, -11.375, 1.081)  -0.13
Cl (-1.308, -9.136, 2.928)  -0.06
Cl (-3.477, -9.528, 1.026)  -0.11
H (-2.795, -10.933, 2.764)  0.29
C (2.150, -0.700, -4.727)  0.05
Cl (1.294, -0.291, -3.243)  -0.02
Cl (3.246, -2.059, -4.474)  -0.13
Cl (1.016, -1.041, -6.035)  -0.13
H (2.744, 0.156, -5.017)  0.24
C (6.322, 2.890, 0.728)  0.09
Cl (5.234, 4.234, 1.088)  -0.12
Cl (7.310, 2.491, 2.131)  -0.13
Cl (5.411, 1.487, 0.171)  -0.08
H (6.979, 3.204, -0.072)  0.26

## Properties
E_HOMO = -8.94 eV
F_max = 0.0157 Eh/bohr
HOMO-LUMO gap = 9.190 eV
Electronic energy = -436266.238 eV
Structure (SMILES) = CP(O)COC(=O)Br.ClC(Cl)Cl.ClC(Cl)Cl.ClC(Cl)Cl.ClC(Cl)Cl.ClC(Cl)Cl.ClC(Cl)Cl.ClC(Cl)Cl.ClC(Cl)Cl.ClC(Cl)Cl

***

# 5
Computed, not measured: a structure of composition C6H15N, with ωB97M-V with the def2-TZVPD basis set.

Last column: Mulliken spin population.
Geometry (Å):
C (0.625, -2.749, -0.220)  0.00
C (0.526, -1.359, 0.276)  0.04
C (1.076, -0.167, -0.586)  0.00
C (0.866, 1.309, -0.221)  0.00
C (-0.549, 1.909, -0.353)  0.00
C (-1.223, 1.990, 1.063)  0.01
N (-1.211, -1.055, -0.094)  0.95
H (0.175, -3.514, 0.412)  0.00
H (1.660, -3.081, -0.305)  0.00
H (0.119, -2.883, -1.175)  0.00
H (-0.523, -1.099, 0.884)  0.00
H (0.609, -0.314, -1.571)  0.00
H (2.164, -0.293, -0.750)  0.03
H (1.520, 1.908, -0.856)  0.00
H (1.279, 1.443, 0.802)  0.00
H (-0.986, 1.301, -1.158)  0.00
H (-0.665, 2.901, -0.799)  0.00
H (-2.293, 1.760, 1.057)  0.00
H (-0.793, 1.200, 1.696)  0.00
H (-1.054, 2.912, 1.609)  0.00
H (-1.947, -0.337, -0.059)  -0.03
H (1.096, -1.254, 1.209)  -0.01

## Properties
2S+1 = 2
E_HOMO (spin up / spin down) = -15.07 / -15.17 eV
F_max = 0.0880 Eh/bohr
HOMO-LUMO gap (spin up / spin down) = 9.363 / 7.679 eV
<S²> = 0.756
Relative energy (zero: lowest compared OMol25 entry of this formula, charge and spin) = 5.352 eV
Electronic energy = -7942.064 eV
Total charge = +1

***

# 6
Computed, not measured: a structure of composition C26H51B3ClN5O8, with ωB97M-V with the def2-TZVPD basis set.

Last column: Mulliken charge in e.
Geometry (Å):
C (0.114, 0.641, 2.434)  -0.93
C (-0.329, 0.196, 1.009)  0.68
C (-1.101, -0.999, 0.689)  -0.89
C (-1.502, -1.311, -0.678)  -0.84
C (-1.138, -0.489, -1.851)  0.54
C (-1.554, -0.885, -3.302)  1.67
C (-2.753, -1.916, -3.389)  -1.09
C (-1.885, 0.334, -4.254)  -1.47
C (-0.319, 0.706, -1.525)  0.16
O (0.154, 1.577, -2.513)  -0.51
C (1.288, 1.012, -3.218)  -0.53
B (2.664, 1.146, -2.367)  0.57
O (3.385, 2.370, -2.424)  -0.26
B (4.674, 2.225, -1.853)  0.40
Cl (6.119, 3.068, -2.567)  -0.29
O (4.856, 1.429, -0.692)  -0.24
B (4.358, 0.146, -1.082)  0.15
C (5.224, -1.206, -0.964)  -0.79
C (4.417, -2.505, -1.387)  0.04
C (5.102, -3.778, -0.704)  -0.65
N (4.163, -4.908, -0.517)  -0.65
O (3.041, 0.031, -1.588)  -0.15
C (0.057, 1.042, -0.142)  -0.27
H (-0.517, 0.202, 3.256)  0.15
H (1.204, 0.362, 2.546)  0.21
H (0.097, 1.768, 2.455)  0.35
H (-1.396, -1.699, 1.514)  0.36
H (-2.096, -2.243, -0.830)  0.22
H (-0.658, -1.406, -3.760)  -0.37
H (-3.293, -2.102, -2.429)  0.37
H (-2.430, -2.904, -3.859)  0.12
H (-3.526, -1.497, -4.099)  0.34
H (-0.898, 0.762, -4.593)  0.18
H (-2.339, -0.097, -5.194)  0.53
H (-2.561, 1.105, -3.813)  0.28
H (1.103, -0.080, -3.444)  0.05
H (1.407, 1.550, -4.195)  0.30
H (5.655, -1.316, 0.069)  0.28
H (6.073, -1.084, -1.698)  0.32
H (3.329, -2.478, -1.133)  0.11
H (4.576, -2.631, -2.496)  0.15
H (5.959, -4.158, -1.327)  0.30
H (5.507, -3.488, 0.302)  0.35
H (3.316, -4.582, -0.039)  0.28
H (3.827, -5.257, -1.423)  0.25
H (0.660, 1.963, 0.065)  0.27
C (-2.984, 0.118, 6.737)  -1.29
C (-2.841, 0.068, 5.239)  0.83
O (-1.977, 0.700, 4.643)  -0.67
N (-3.712, -0.711, 4.548)  -0.08
C (-4.791, -1.525, 5.071)  -0.85
H (-2.223, 0.778, 7.150)  0.29
H (-3.967, 0.510, 7.007)  0.30
H (-2.845, -0.878, 7.162)  0.39
H (-3.561, -0.697, 3.550)  0.19
H (-4.615, -2.563, 4.776)  0.31
H (-5.726, -1.182, 4.627)  0.22
H (-4.863, -1.465, 6.152)  0.32
C (1.108, -4.181, -3.860)  -1.14
C (-0.023, -4.855, -4.596)  0.55
O (-1.192, -4.689, -4.281)  -0.68
N (0.297, -5.667, -5.639)  -0.16
C (1.612, -5.985, -6.157)  -0.83
H (0.701, -3.567, -3.057)  0.21
H (1.771, -4.930, -3.421)  0.50
H (1.668, -3.535, -4.539)  0.36
H (-0.508, -6.084, -6.084)  0.26
H (1.656, -5.681, -7.205)  0.28
H (1.759, -7.066, -6.095)  0.28
H (2.402, -5.484, -5.605)  0.32
C (5.446, 8.375, -0.621)  -1.18
C (6.917, 8.291, -0.300)  0.73
O (7.512, 9.195, 0.264)  -0.65
N (7.578, 7.158, -0.663)  -0.12
C (7.049, 5.987, -1.335)  -0.83
H (5.056, 9.331, -0.274)  0.28
H (5.291, 8.310, -1.700)  0.33
H (4.903, 7.576, -0.114)  0.33
H (8.557, 7.169, -0.418)  0.22
H (7.211, 5.117, -0.695)  0.32
H (7.597, 5.849, -2.269)  0.27
H (5.989, 6.082, -1.551)  0.30
C (-8.540, 2.251, 6.555)  -1.33
C (-7.940, 0.959, 6.064)  0.78
O (-6.745, 0.720, 6.157)  -0.57
N (-8.779, 0.046, 5.503)  -0.13
C (-10.212, 0.147, 5.307)  -0.88
H (-7.753, 2.876, 6.975)  0.28
H (-9.004, 2.789, 5.727)  0.36
H (-9.277, 2.052, 7.335)  0.36
H (-8.312, -0.794, 5.197)  0.20
H (-10.694, -0.677, 5.837)  0.29
H (-10.424, 0.055, 4.240)  0.29
H (-10.609, 1.090, 5.672)  0.34

## Properties
E_HOMO = -8.13 eV
F_max = 0.0573 Eh/bohr
HOMO-LUMO gap = 8.286 eV
Electronic energy = -66179.003 eV